A structure of composition C18H14NS2Ta. Source: OMol25; level of theory: ωB97M-V/def2-TZVPD.

Cartesian coordinates (Å):
Ta1 0.135 1.893 0.241
S1 -1.968 2.883 0.183
C1 -2.958 1.768 1.143
C2 -4.336 1.880 1.094
C3 -5.113 1.027 1.872
C4 -4.516 0.073 2.684
C5 -3.133 -0.048 2.726
C6 -2.359 0.808 1.957
S2 -0.604 0.684 2.064
H1 -4.798 2.628 0.463
H2 -6.190 1.121 1.845
H3 -5.125 -0.578 3.295
H4 -2.664 -0.793 3.355
N1 2.163 1.270 0.851
C7 2.919 0.139 0.242
C8 4.184 -0.015 0.790
C9 5.036 -1.002 0.340
C10 4.586 -1.829 -0.677
C11 3.323 -1.656 -1.208
C12 2.421 -0.668 -0.776
C13 1.071 -0.569 -1.427
C14 0.754 -1.485 -2.424
C15 -0.455 -1.502 -3.110
C16 -1.439 -0.572 -2.837
C17 -1.194 0.364 -1.855
C18 0.042 0.394 -1.145
H5 2.142 1.101 1.862
H6 2.777 2.089 0.754
H7 4.507 0.653 1.582
H8 6.021 -1.115 0.768
H9 5.217 -2.616 -1.065
H10 3.053 -2.335 -1.997
H11 1.459 -2.244 -2.711
H12 -0.613 -2.260 -3.866
H13 -2.380 -0.574 -3.370
H14 -1.967 1.081 -1.644

For the max |F|, the calculation gives 0.0299 Eh/bohr. The total charge is +2. The value obtained for the relative energy (zero: lowest compared OMol25 entry of this formula, charge and spin) is 1.5432 eV. As for the LUMO energy: -9.281 eV. The HOMO energy comes out at -15.07 eV. Its total energy is -43588.2002 eV. For the frontier orbital gap, the calculation gives 5.79 eV.